Record 1
51
Properties=species:S:1:pos:R:3 method="wB97M-V/def2-TZVPD" e_homo_ha=-0.421 e_lumo_ev=-2.579 total_charge=+1 gap_ev=8.9
C -2.180 -1.028 2.350
O -1.544 -1.752 1.335
C -0.787 -0.970 0.420
C -0.954 -1.831 -0.875
C -0.269 -1.429 -2.023
C -0.346 -2.106 -3.232
C -1.008 -3.337 -3.351
C -0.936 -4.141 -4.667
C -1.642 -3.803 -2.182
C -1.558 -3.133 -0.973
H -2.932 -1.583 2.881
H -1.430 -0.697 3.077
H -2.637 -0.146 1.948
H -0.910 0.096 0.572
H 0.288 -0.502 -1.939
H 0.129 -1.632 -4.106
H -1.456 -5.108 -4.562
H -1.470 -3.568 -5.447
H 0.095 -4.334 -5.033
H -2.161 -4.765 -2.293
H -2.068 -3.623 -0.129
C -0.821 2.079 3.915
O -0.448 1.620 2.642
C -0.257 2.484 1.607
C 0.522 2.046 0.552
N 1.102 0.697 0.636
C 0.541 -0.514 0.850
N 1.407 -1.296 1.481
C 1.317 -2.697 1.740
C 2.625 -0.642 1.469
C 2.421 0.587 1.000
C 1.001 3.003 -0.382
O 1.920 2.576 -1.269
C 2.292 3.403 -2.381
C 0.416 4.304 -0.414
C -0.498 4.663 0.559
C -0.812 3.778 1.590
H -0.515 1.311 4.621
H -0.330 3.024 4.138
H -1.906 2.229 3.979
H 0.252 -2.895 1.805
H 1.777 -3.249 0.896
H 1.783 -2.920 2.711
H 3.532 -1.113 1.740
H 3.125 1.383 1.006
H 3.057 2.797 -2.877
H 1.423 3.572 -3.042
H 2.717 4.367 -2.060
H 0.608 5.048 -1.209
H -0.973 5.645 0.569
H -1.503 4.100 2.356

Record 2
53
Properties=species:S:1:pos:R:3 method="wB97M-V/def2-TZVPD" e_homo_ha=-0.314 e_lumo_ev=-0.056 gap_ev=8.5
C 4.105 -4.721 4.215
C 3.074 -4.572 3.105
H 2.465 -3.684 3.284
H 2.406 -5.436 3.105
C 3.746 -4.468 1.729
C 2.722 -4.300 0.648
C 2.315 -5.361 -0.084
C 1.297 -5.267 -1.107
O 0.895 -6.180 -1.785
O 0.748 -4.029 -1.314
C 1.129 -2.941 -0.606
C 0.493 -1.738 -0.917
C 0.854 -0.587 -0.212
C 1.830 -0.644 0.782
C 2.447 -1.839 1.074
C 2.116 -3.014 0.395
H 3.202 -1.857 1.843
H 2.112 0.240 1.329
O 0.189 0.546 -0.577
C 0.494 1.761 0.068
H 1.553 2.025 -0.054
H 0.273 1.714 1.142
C -0.332 2.905 -0.531
O -0.321 4.007 -0.026
N -1.018 2.572 -1.634
H -0.979 1.610 -1.936
C -1.877 3.481 -2.356
C -3.357 3.154 -2.138
H -3.953 3.701 -2.871
H -3.518 2.086 -2.296
C -3.831 3.533 -0.728
N -3.968 4.955 -0.582
C -5.034 5.707 -0.955
N -4.838 6.978 -0.750
C -3.587 7.072 -0.224
C -3.029 5.832 -0.113
H -2.076 5.505 0.250
H -3.173 8.024 0.042
H -5.931 5.282 -1.361
H -3.114 3.173 0.014
H -4.803 3.069 -0.532
H -1.658 4.490 -2.000
H -1.637 3.421 -3.421
C -0.556 -1.663 -1.983
H -0.765 -2.652 -2.376
H -0.217 -1.022 -2.796
H -1.471 -1.235 -1.576
H 2.733 -6.345 0.062
H 4.445 -3.630 1.725
H 4.314 -5.381 1.545
H 3.612 -4.805 5.181
H 4.768 -3.860 4.243
H 4.708 -5.613 4.060

Record 3
53
Properties=species:S:1:pos:R:3 method="wB97M-V/def2-TZVPD" e_homo_ha=-0.300 e_lumo_ev=0.699 gap_ev=8.9
C -4.647 -2.593 -0.949
C -3.498 -1.847 -0.370
C -2.169 -1.940 -0.653
C -1.483 -1.004 0.174
C -2.455 -0.366 0.941
N -3.659 -0.891 0.609
C -4.933 -0.467 1.143
C -5.583 0.555 0.263
C -6.697 0.503 -0.522
C -6.801 1.770 -1.146
C -5.741 2.493 -0.698
O -5.001 1.769 0.156
H -5.416 3.493 -0.902
H -7.558 2.090 -1.831
H -7.367 -0.325 -0.634
H -4.765 -0.046 2.138
H -5.596 -1.331 1.229
C -2.295 0.710 1.949
H -1.251 1.009 1.974
H -2.578 0.360 2.943
H -2.910 1.572 1.694
C -0.063 -0.751 0.214
O 0.491 0.029 0.966
C 0.768 -1.556 -0.798
N 2.150 -1.183 -0.668
C 2.646 0.017 -1.082
O 2.123 0.776 -1.858
C 4.000 0.193 -0.395
N 4.140 -1.082 0.274
C 3.017 -1.834 0.220
O 2.797 -2.887 0.760
H 4.853 -1.258 0.961
C 5.121 0.464 -1.414
C 6.166 1.445 -0.878
C 6.418 1.191 0.604
C 5.164 1.521 1.425
C 3.880 1.351 0.605
H 3.666 2.252 0.030
H 3.027 1.169 1.262
H 5.212 2.554 1.773
H 5.127 0.886 2.312
H 6.697 0.143 0.734
H 7.257 1.795 0.952
H 5.821 2.471 -1.012
H 7.091 1.330 -1.444
H 4.670 0.865 -2.324
H 5.592 -0.489 -1.661
H 0.682 -2.623 -0.583
H 0.428 -1.337 -1.812
H -1.728 -2.605 -1.368
H -4.281 -3.277 -1.708
H -5.166 -3.174 -0.186
H -5.362 -1.911 -1.407